1.
{"formula": "C39H50F5KN7O3P", "method": "ωB97M-V/def2-TZVPD", "symbols": ["K", "P", "F", "F", "F", "F", "F", "O", "O", "O", "N", "N", "N", "N", "N", "N", "N", "C", "C", "C", "C", "C", "C", "C", "C", "C", "C", "C", "C", "C", "C", "C", "C", "C", "C", "C", "C", "C", "C", "C", "C", "C", "C", "C", "C", "C", "C", "C", "C", "C", "C", "C", "C", "C", "C", "C", "H", "H", "H", "H", "H", "H", "H", "H", "H", "H", "H", "H", "H", "H", "H", "H", "H", "H", "H", "H", "H", "H", "H", "H", "H", "H", "H", "H", "H", "H", "H", "H", "H", "H", "H", "H", "H", "H", "H", "H", "H", "H", "H", "H", "H", "H", "H", "H", "H", "H"], "coordinates": [[0.14, 0.04, -1.71], [0.33, -0.23, 1.81], [-3.41, -4.46, -2.65], [-2.72, -2.00, -1.79], [-3.74, -1.08, -3.54], [-4.60, -3.64, -4.27], [-2.47, -3.28, -4.20], [3.41, 1.67, -5.24], [1.92, 4.40, -3.90], [1.58, -1.70, -1.26], [-2.92, 1.66, -0.22], [1.88, 2.11, -3.56], [-1.69, 2.16, -2.93], [-3.70, 2.71, -3.66], [0.74, 2.91, -1.06], [-4.81, 1.26, -1.28], [0.41, 0.02, -4.37], [0.51, 3.21, 0.22], [2.25, 4.83, 0.27], [1.43, 0.37, -5.15], [2.11, -0.65, 1.52], [-2.50, -3.84, 2.58], [1.87, 3.38, -3.20], [-1.98, -1.74, 1.29], [-2.63, -3.11, 1.23], [0.80, -1.24, -6.79], [-0.46, -1.87, 1.47], [4.24, 0.07, 0.43], [-0.10, -3.05, 2.41], [0.18, 0.02, 3.63], [-1.58, 2.66, -4.21], [2.47, 4.57, -1.07], [2.41, -2.52, -2.00], [1.65, -0.23, -6.38], [4.32, -0.87, 2.81], [-2.96, 2.22, -2.63], [1.69, 3.61, -1.70], [-0.41, -0.95, -4.77], [-1.27, 1.44, 5.21], [-3.53, 1.73, -1.37], [-3.84, 1.11, 0.65], [2.35, 1.50, -4.65], [-5.00, 0.84, 0.01], [-1.25, -3.39, 3.36], [5.08, -0.69, 1.49], [1.19, 1.08, 4.09], [-3.59, -3.37, -3.42], [1.23, 4.15, 0.93], [-0.26, -1.62, -5.97], [-1.25, 0.50, 4.00], [2.91, -1.44, 2.59], [1.20, 1.19, 5.63], [-2.81, 3.01, -4.68], [2.91, 0.56, 1.00], [-0.21, 1.02, 6.23], [-3.91, -2.14, -2.58], [2.19, 0.85, 3.74], [2.34, 1.04, 0.19], [-2.26, 1.45, 5.67], [-2.19, -1.19, 0.37], [-1.23, -1.21, -4.10], [-4.69, 2.86, -3.68], [-3.39, -3.67, 3.19], [-0.38, -0.03, 6.49], [0.95, -1.73, -7.75], [2.86, 5.56, 0.80], [-0.30, 1.59, 7.16], [3.05, 1.33, 1.76], [2.69, -3.47, -1.50], [-5.92, 0.39, 0.34], [3.38, -2.04, -2.28], [1.87, 0.43, 6.04], [4.81, 0.91, 0.02], [-1.07, 2.47, 4.89], [4.25, 0.10, 3.31], [4.88, -1.52, 3.48], [-0.03, -2.10, 0.49], [0.13, -3.93, 1.81], [-1.70, 1.00, 3.14], [1.62, 2.16, 5.92], [5.35, -1.68, 1.11], [2.40, -1.46, 3.56], [2.50, 0.10, -6.96], [-2.43, -1.16, 2.11], [1.97, -2.83, -2.97], [-3.14, 3.42, -5.61], [6.02, -0.16, 1.69], [-0.95, -4.17, 4.06], [3.21, 5.11, -1.65], [-3.68, -3.02, 0.94], [2.01, -1.28, 0.62], [-2.15, -3.68, 0.42], [-0.62, 2.72, -4.70], [4.00, -0.59, -0.40], [-5.40, 1.03, -2.06], [-0.94, -2.42, -6.24], [-1.49, -2.51, 3.96], [-3.59, 0.92, 1.68], [-1.88, -0.37, 4.22], [0.92, 2.04, 3.64], [0.80, -2.84, 2.99], [-2.45, -4.92, 2.40], [3.01, -2.48, 2.28], [-0.30, 2.66, 0.69], [1.01, 4.34, 1.97], [0.39, -0.91, 4.15]], "mulliken_charge": [1.23, -0.03, -0.29, 0.30, -0.21, -0.32, -0.23, -0.79, -0.76, -0.36, -0.09, 0.21, 0.37, -0.08, 0.55, 0.01, 0.44, -0.03, -0.50, 0.35, 0.67, -0.94, -0.23, 0.62, -1.06, -0.40, 0.03, -0.29, -1.05, 0.62, -0.26, -0.92, -1.40, -0.57, -0.89, -0.34, 0.75, -0.43, -0.96, 0.47, -0.18, -0.27, -0.79, -0.54, -0.88, -0.21, 1.08, -0.94, -0.66, -0.46, -0.90, -0.93, -1.09, 0.47, -0.77, -1.40, -0.43, -0.85, 0.52, -0.22, 0.26, 0.18, 0.33, 0.32, 0.37, 0.37, 0.46, 0.39, 0.20, 0.42, 0.28, 0.31, 0.53, 0.31, 0.23, 0.50, 0.51, 0.56, -0.34, 0.48, 0.36, 0.17, 0.51, -0.20, 0.16, 0.42, 0.36, 0.54, 0.48, 0.50, 0.13, 0.33, 0.33, -0.26, 0.31, 0.50, -0.06, 0.33, 0.30, 0.07, 0.16, 0.37, 0.47, 0.25, 0.43, 0.66], "de_lowest_kcal_mol": 14.2, "e_homo_ev": -2.0, "lumo_energy_ev": 3.903, "max_force_ha_per_bohr": 0.0268, "e_tot_ev": -97031.340, "homo_lumo_gap_ha": 0.21843, "charge": -2, "multiplicity": 1}

2.
{"formula": "C39H50FN15O3SSi2TcTe", "method": "ωB97M-V/def2-TZVPD", "symbols": ["Te", "Tc", "S", "Si", "Si", "F", "O", "O", "O", "N", "N", "N", "N", "N", "N", "N", "N", "N", "N", "N", "N", "N", "N", "N", "C", "C", "C", "C", "C", "C", "C", "C", "C", "C", "C", "C", "C", "C", "C", "C", "C", "C", "C", "C", "C", "C", "C", "C", "C", "C", "C", "C", "C", "C", "C", "C", "C", "C", "C", "C", "C", "C", "C", "H", "H", "H", "H", "H", "H", "H", "H", "H", "H", "H", "H", "H", "H", "H", "H", "H", "H", "H", "H", "H", "H", "H", "H", "H", "H", "H", "H", "H", "H", "H", "H", "H", "H", "H", "H", "H", "H", "H", "H", "H", "H", "H", "H", "H", "H", "H", "H", "H", "H"], "coordinates": [[4.51, -0.72, -1.12], [0.58, 0.35, 0.36], [0.09, 1.59, 3.34], [6.89, -1.61, 1.02], [5.17, 1.50, -3.58], [-5.78, 0.22, 2.27], [0.71, 0.15, -1.62], [0.03, -0.09, -3.72], [-1.33, -0.44, 0.23], [3.80, 3.02, 0.76], [-1.61, 2.37, -0.01], [-3.92, 0.01, -2.90], [2.32, 1.40, 0.55], [0.89, -1.15, 4.28], [-1.83, 3.63, -0.13], [1.56, 3.69, 0.41], [0.56, 0.23, 2.41], [1.22, -1.56, 0.71], [-7.71, 0.08, 0.13], [3.56, 0.88, 0.74], [-0.28, 2.18, 0.20], [-10.00, -1.03, -0.02], [-0.70, 4.33, 0.00], [4.41, 1.85, 0.88], [3.45, 2.23, -3.41], [-5.80, 0.05, -1.36], [1.71, -3.80, 0.04], [6.42, -0.31, -0.30], [-4.03, 0.00, 0.76], [0.74, 1.18, 4.94], [0.86, -0.91, 2.95], [-4.80, 0.04, -4.04], [2.52, 2.74, 0.56], [-2.59, 0.06, -3.08], [-5.38, 0.10, 0.98], [-0.21, 0.02, -2.54], [-9.79, -0.38, 1.31], [1.42, -3.30, 2.35], [5.83, 1.57, -5.34], [-8.29, -0.09, 1.46], [1.01, -0.14, 5.26], [1.19, -1.98, 2.00], [0.92, 2.18, 5.88], [-1.66, -0.01, -2.09], [-6.31, 0.09, -0.07], [-5.62, -1.18, -4.37], [-2.09, -0.17, -0.74], [1.59, 0.52, 7.49], [1.70, -4.23, 1.36], [-8.58, 0.84, -0.75], [-4.42, 0.00, -1.61], [0.24, 3.42, 0.20], [1.44, -0.47, 6.53], [5.33, -1.87, 2.06], [-4.46, -0.80, -5.23], [8.29, -0.94, 2.07], [-3.52, -0.08, -0.53], [1.47, -2.47, -0.24], [-9.78, -0.05, -1.13], [1.34, 1.84, 7.17], [6.37, 2.37, -2.41], [5.09, -0.38, -3.14], [7.37, -3.19, 0.11], [1.37, -3.62, 3.38], [6.37, 0.67, 0.17], [4.36, -0.88, -3.78], [-3.57, -1.42, -5.18], [7.98, -0.06, 2.63], [0.72, 3.21, 5.62], [1.90, 0.26, 8.49], [-2.24, 0.16, -4.10], [4.51, -2.25, 1.45], [-9.61, -0.60, -2.05], [-5.51, -2.05, -3.73], [7.36, 1.90, -2.42], [6.50, 3.40, -2.74], [-7.80, -0.93, 1.94], [7.12, -0.28, -1.13], [5.49, -2.57, 2.88], [6.57, -3.56, -0.53], [-4.65, -0.40, -6.21], [7.62, -3.99, 0.81], [-6.62, -1.03, -4.75], [-10.39, 0.52, 1.33], [1.88, -5.26, 1.61], [1.46, 2.62, 7.91], [6.78, 1.03, -5.43], [-8.17, 0.79, 2.10], [-10.13, -1.04, 2.10], [1.85, 4.65, 0.41], [1.90, -4.49, -0.77], [-10.68, 0.55, -1.24], [6.01, 2.61, -5.63], [3.46, 3.29, -3.68], [-6.47, 0.04, -2.20], [-9.31, -1.78, -0.11], [8.63, -1.68, 2.79], [9.16, -0.65, 1.46], [2.73, 1.73, -4.06], [3.07, 2.15, -2.39], [-10.93, -1.45, -0.09], [-3.35, 0.01, 1.61], [5.13, 1.14, -6.06], [8.25, -3.03, -0.52], [-8.93, 1.75, -0.25], [6.01, 2.40, -1.38], [1.17, -2.07, 4.58], [1.43, -2.11, -1.26], [5.02, -0.91, 2.49], [-8.06, 1.15, -1.65], [1.66, -1.50, 6.77], [6.07, -0.84, -3.28], [-5.24, 1.01, -4.22]], "mulliken_charge": [0.32, -0.70, -0.28, 0.09, -0.01, -0.36, -0.14, -0.73, -0.83, -0.90, -0.41, 0.23, 1.42, -0.17, -0.85, -0.04, 0.31, 1.13, 0.17, -0.28, 1.29, -0.13, -0.50, -0.45, -0.54, -0.72, -1.07, -0.82, -0.69, 0.87, 0.53, -0.35, 0.31, -0.52, 0.21, -0.08, -0.74, -1.19, -1.02, -0.78, 0.08, 1.32, -0.71, 0.11, -0.73, -0.43, 1.61, -0.63, -0.82, -0.66, -0.41, 0.10, -0.69, -0.67, -1.00, -1.08, 0.97, -0.85, -0.75, -0.71, -1.00, -0.95, -1.05, 0.51, 0.41, 0.61, 0.35, 0.35, 0.45, 0.41, 0.82, -0.13, 0.44, 0.23, 0.33, 0.40, 0.53, 0.52, 0.55, 0.33, 0.26, 0.36, 0.31, 0.35, 0.48, 0.40, 0.32, 0.41, 0.39, 0.24, 0.53, 0.37, 0.33, 0.44, 0.67, 0.37, 0.34, 0.35, 0.31, -0.17, 0.35, 0.52, 0.33, 0.33, 0.32, 0.35, 0.04, 0.89, 0.28, 0.45, 0.38, 0.49, 0.48], "de_lowest_kcal_mol": 0.0, "e_homo_ev": [-11.5, -11.5], "lumo_energy_ev": [-4.687, -5.672], "max_force_ha_per_bohr": 0.0311, "e_tot_ev": -108536.954, "s_squared": 3.77, "homo_lumo_gap_ha": [0.25194, 0.21437], "charge": 2, "multiplicity": 4}

3.
{"formula": "C39H50N10PSSr", "method": "ωB97M-V/def2-TZVPD", "symbols": ["Sr", "S", "P", "N", "N", "N", "N", "N", "N", "N", "N", "N", "N", "C", "C", "C", "C", "C", "C", "C", "C", "C", "C", "C", "C", "C", "C", "C", "C", "C", "C", "C", "C", "C", "C", "C", "C", "C", "C", "C", "C", "C", "C", "C", "C", "C", "C", "C", "C", "C", "C", "C", "H", "H", "H", "H", "H", "H", "H", "H", "H", "H", "H", "H", "H", "H", "H", "H", "H", "H", "H", "H", "H", "H", "H", "H", "H", "H", "H", "H", "H", "H", "H", "H", "H", "H", "H", "H", "H", "H", "H", "H", "H", "H", "H", "H", "H", "H", "H", "H", "H", "H"], "coordinates": [[0.30, -0.11, 0.49], [1.64, 7.18, 3.15], [-3.09, -2.03, 1.40], [-0.93, -0.79, 2.77], [2.54, -0.98, -0.34], [-2.36, -1.84, 4.08], [3.92, 5.91, 3.53], [-4.44, -0.08, -0.05], [-0.63, -2.55, 0.12], [-2.29, 0.38, 0.12], [-2.15, -4.10, -0.23], [1.21, 2.10, 1.74], [0.69, 0.37, -1.97], [-2.19, 1.03, -4.19], [-0.09, -3.52, -0.68], [2.63, 5.88, 3.16], [-3.51, -2.61, 4.54], [2.52, -1.69, 2.36], [-1.87, -2.92, 0.38], [2.75, -0.79, -1.69], [4.98, -1.40, 2.15], [0.23, 4.19, -1.08], [4.50, -1.95, -0.95], [-3.24, -0.47, 0.47], [-4.22, 1.07, -0.76], [2.45, 2.52, 1.45], [-0.19, 2.45, -2.85], [2.16, 4.54, 2.68], [-5.73, -0.73, 0.11], [0.86, 3.24, -2.10], [3.75, -2.09, 1.55], [-1.03, -4.48, -0.90], [3.93, -3.61, 1.64], [3.60, -1.68, 0.10], [-1.25, 0.33, -3.45], [0.87, 4.11, 2.98], [2.96, 3.72, 1.90], [-2.15, 2.42, -4.28], [-2.05, -1.50, 2.80], [0.44, 2.89, 2.49], [-2.88, 1.33, -0.65], [-1.16, 3.12, -3.60], [-0.52, -0.66, 4.06], [1.79, -0.10, -2.47], [-2.73, -1.68, -3.00], [1.78, 4.01, -3.06], [-3.41, -4.82, -0.22], [-1.32, -1.18, -3.33], [-0.79, -1.85, -4.59], [-1.39, -1.31, 4.89], [3.96, -1.38, -2.09], [-0.23, 1.05, -2.80], [4.07, -3.92, 2.68], [-3.42, -1.51, -3.82], [1.48, 2.53, -1.55], [-4.43, -2.07, 4.34], [-5.01, 1.58, -1.28], [-2.88, 2.95, -4.87], [3.06, -4.13, 1.24], [5.12, -1.68, 3.19], [-1.38, -1.57, -5.46], [0.25, -1.56, -4.79], [1.21, 4.74, -3.64], [-2.70, -2.75, -2.81], [-3.54, -3.58, 4.04], [-1.41, -1.44, 5.95], [2.63, -2.01, 3.40], [-3.28, -5.76, -0.75], [0.21, 4.74, 3.57], [1.00, 4.70, -0.49], [2.55, 4.54, -2.51], [-3.13, -1.18, -2.11], [-0.36, 4.96, -1.57], [-0.82, -2.94, -4.49], [-0.99, -5.40, -1.47], [-1.13, 4.20, -3.67], [4.80, -3.93, 1.07], [5.43, -2.49, -0.87], [-5.70, -1.73, -0.32], [3.04, 1.86, 0.82], [-3.72, -5.04, 0.80], [2.00, 0.03, -3.54], [5.89, -1.67, 1.60], [-6.01, -0.78, 1.16], [-2.33, 2.14, -1.10], [2.39, -0.60, 2.36], [0.93, -3.45, -1.04], [-0.67, -1.47, -2.50], [-2.97, 0.49, -4.71], [-3.40, -2.77, 5.61], [-0.42, 3.66, -0.38], [1.61, -2.17, 1.96], [4.30, 6.79, 3.85], [-0.55, 2.53, 2.71], [4.88, -0.31, 2.10], [-6.47, -0.15, -0.43], [0.38, -0.13, 4.32], [4.36, -1.39, -3.09], [2.26, 3.33, -3.77], [4.47, 5.08, 3.62], [3.96, 4.02, 1.61], [-4.19, -4.24, -0.72]], "mulliken_charge": [2.10, -0.30, -0.60, 1.10, 1.43, 0.19, -0.35, 0.38, 1.16, 1.13, 0.28, 0.76, 2.04, -0.62, -0.96, -0.07, -0.81, -1.36, -0.64, -0.99, -1.85, -1.44, -0.96, -1.08, -0.74, -0.51, 0.37, 0.75, -0.80, 1.43, 2.90, -0.85, -1.82, -0.89, 0.47, -0.81, -1.00, -1.76, -0.71, -0.89, -0.74, -0.35, -0.84, -0.93, -1.22, -1.75, -0.83, 2.03, -1.80, -0.85, -1.78, -0.51, 0.45, 0.47, -0.41, 0.31, 0.49, 0.40, 0.30, 0.45, 0.38, 0.33, 0.33, 0.34, 0.31, 0.45, 0.73, 0.32, 0.45, 0.43, 0.46, 0.11, 0.40, 0.44, 0.45, 0.40, 0.39, 0.56, 0.26, 0.47, 0.33, 0.50, 0.41, 0.32, 0.34, -0.18, 0.58, -0.67, 0.41, 0.32, 0.17, 0.09, 0.22, 0.53, 0.30, 0.34, 0.55, 0.52, 0.39, 0.21, 0.46, 0.29], "de_lowest_kcal_mol": 0.3, "e_homo_ev": -9.1, "lumo_energy_ev": -2.454, "max_force_ha_per_bohr": 0.0066, "e_tot_ev": -77116.178, "homo_lumo_gap_ha": 0.24508, "charge": 1, "multiplicity": 1}

4.
{"formula": "C39H51BCaFN9O6S3", "method": "ωB97M-V/def2-TZVPD", "symbols": ["Ca", "S", "S", "S", "F", "O", "O", "O", "O", "O", "O", "N", "N", "N", "N", "N", "N", "N", "N", "N", "C", "C", "C", "C", "C", "C", "C", "C", "C", "C", "C", "C", "C", "C", "C", "C", "C", "C", "C", "C", "C", "C", "C", "C", "C", "C", "C", "C", "C", "C", "C", "C", "C", "C", "C", "C", "C", "C", "C", "B", "H", "H", "H", "H", "H", "H", "H", "H", "H", "H", "H", "H", "H", "H", "H", "H", "H", "H", "H", "H", "H", "H", "H", "H", "H", "H", "H", "H", "H", "H", "H", "H", "H", "H", "H", "H", "H", "H", "H", "H", "H", "H", "H", "H", "H", "H", "H", "H", "H", "H", "H"], "coordinates": [[1.37, -0.40, -0.60], [2.15, 3.11, 1.72], [-2.69, 0.86, 1.29], [0.15, 1.61, -3.06], [-3.69, -4.01, 2.78], [3.21, 0.54, -0.96], [5.40, 0.02, -1.12], [2.09, -3.34, -3.29], [1.31, -1.43, -2.38], [3.43, -2.29, 2.71], [-0.48, -1.78, -0.22], [1.98, 3.66, -2.69], [-0.47, 3.58, 1.21], [0.04, -5.78, -0.85], [0.35, 3.59, -1.22], [0.79, -0.09, 1.80], [-1.98, 2.68, -0.62], [2.68, -1.58, 0.62], [0.04, 4.01, 3.30], [-3.85, 1.64, -1.10], [0.70, -4.85, -1.60], [0.29, -7.22, -1.10], [4.42, 3.60, -2.89], [0.88, 2.94, -2.31], [-5.75, 0.44, -0.03], [0.76, 5.50, 5.09], [-0.30, -2.97, -0.47], [0.57, 3.55, 2.11], [-2.65, -5.80, 1.67], [1.24, -1.32, 2.49], [2.96, 4.15, -4.87], [1.06, 4.75, -1.00], [-1.55, -7.74, 0.53], [-0.91, -5.35, 0.07], [-3.60, 2.57, -2.11], [-1.30, 4.37, 3.09], [1.93, 3.32, 4.83], [0.59, -3.51, -1.47], [-1.72, -6.27, 0.77], [1.75, -7.49, -1.45], [-1.60, 4.10, 1.82], [-4.82, 0.51, -1.24], [2.05, 4.82, -1.90], [1.43, -2.68, -2.48], [-2.46, 3.19, -1.81], [-5.68, 0.75, -2.48], [-2.78, -4.43, 1.88], [-0.41, 3.33, 5.61], [0.59, 4.04, 4.68], [3.10, 3.30, -3.61], [-0.10, -8.02, 0.13], [-4.03, -0.79, -1.42], [2.60, -1.79, 1.93], [-2.02, -3.52, 1.20], [-1.08, -3.98, 0.28], [3.97, -1.59, -0.06], [-2.84, 1.72, -0.17], [4.23, -0.22, -0.77], [3.13, 1.82, -3.97], [-0.48, 2.82, -0.16], [1.11, 5.56, 6.12], [-3.38, -0.96, -0.56], [-2.53, 4.21, 1.29], [4.06, 1.63, -4.51], [1.37, -5.20, -2.36], [0.05, -9.08, -0.09], [3.12, 1.20, -3.07], [-6.45, -0.39, -0.17], [-2.22, -8.08, -0.27], [1.40, 0.69, 2.03], [0.04, 1.74, -0.04], [0.04, 3.20, 6.59], [2.18, 3.33, 5.89], [-4.24, 2.70, -2.96], [-0.16, 0.16, 2.02], [4.60, 4.68, -2.76], [-6.42, -0.06, -2.53], [2.41, -6.99, -0.73], [-3.28, -6.49, 2.22], [2.02, 3.90, -5.39], [3.97, -2.33, -0.88], [-1.81, -8.30, 1.43], [-5.19, 0.28, 0.88], [1.35, -1.20, 3.57], [2.95, 5.22, -4.63], [3.79, 3.96, -5.55], [-6.22, 1.70, -2.42], [-5.09, 0.72, -3.40], [1.50, 5.98, 4.44], [2.28, 1.53, -4.59], [-2.13, -2.45, 1.35], [2.01, -7.14, -2.45], [1.87, 2.29, 4.49], [-0.67, 2.35, 5.21], [0.82, 5.42, -0.19], [-3.40, -0.73, -2.31], [5.24, 3.20, -3.48], [2.71, 3.80, 4.26], [-1.92, 4.78, 3.87], [-0.34, -7.54, -1.93], [-0.18, 6.05, 5.01], [0.56, -7.75, 0.96], [-4.72, -1.64, -1.52], [-6.32, 1.37, 0.06], [-1.33, 3.90, 5.74], [4.80, -1.82, 0.60], [2.82, 5.55, -2.01], [0.50, -2.10, 2.31], [4.43, 3.11, -1.92], [-1.92, 3.95, -2.35], [1.93, -8.56, -1.41]], "mulliken_charge": [1.94, -0.44, -0.55, -0.46, -0.39, -0.66, -0.86, -0.87, -0.39, -0.88, -0.67, 0.76, 1.14, 0.38, 0.17, 0.07, 1.05, -0.29, 0.67, 0.33, -0.75, 0.50, -1.77, 0.05, -1.72, -1.60, 0.63, -0.05, -0.88, -0.34, -1.84, -1.13, -1.16, -1.33, -0.42, -0.66, -2.03, 0.32, 1.23, -1.72, -1.02, 1.59, -0.54, -0.01, -1.10, -2.27, -0.07, -1.62, 1.30, 1.67, -1.02, -1.38, 0.21, -0.69, 1.17, -1.10, 0.10, 0.43, -1.87, 0.14, 0.43, 0.03, 0.60, 0.55, 0.64, 0.39, 0.21, 0.46, 0.33, -0.12, -0.60, 0.47, 0.52, 0.44, -0.17, 0.44, 0.45, 0.38, 0.47, 0.34, 0.16, 0.42, 0.32, 0.43, 0.32, 0.42, 0.46, 0.47, 0.34, 0.40, 0.77, 0.51, 0.39, 0.34, 0.62, 0.36, 0.49, 0.46, 0.46, 0.09, 0.33, 0.31, 0.53, 0.41, 0.38, 0.46, 0.41, 0.00, 0.34, 0.58, 0.43], "de_lowest_kcal_mol": 23.1, "e_homo_ev": -2.0, "lumo_energy_ev": 3.633, "max_force_ha_per_bohr": 0.0735, "e_tot_ev": -121317.156, "homo_lumo_gap_ha": 0.20702, "charge": -2, "multiplicity": 1}